[1]
C25H35AuIN5OP as an isolated structure. Source: OMol25; level of theory: ωB97M-V/def2-TZVPD.

Each line ends with the Mulliken charge.
Atoms and positions in Å:
1 Au -0.28446 0.34501 -0.16277  2.36
2 I 4.77593 0.85858 -2.25885  0.22
3 P -1.82061 1.18215 -1.63581  -0.47
4 O 1.14949 1.38205 -1.25787  -0.37
5 N -1.87876 -0.82617 0.36037  0.05
6 N 1.34375 -0.57344 1.19021  0.29
7 N 2.45172 3.13850 -0.66559  0.00
8 N -0.59015 1.50891 2.15794  0.54
9 N -3.20504 0.70086 -0.80370  0.47
10 C -3.01789 5.00619 -1.07216  -0.77
11 C 2.15311 2.12664 -1.45386  -0.05
12 C 0.61998 1.12413 2.88871  -0.95
13 C -1.74723 -1.96821 1.07642  -0.02
14 C -2.91630 0.40383 -3.98659  -0.66
15 C 1.59085 -2.02583 0.97074  -1.21
16 C -1.79760 1.07569 2.87594  -1.33
17 C 2.64185 0.07309 0.89402  -1.40
18 C -2.93886 3.62396 -1.00989  -0.39
19 C 0.99150 -0.32316 2.61755  -0.81
20 C -0.93254 5.08024 -2.27708  -0.89
21 C -4.09898 -2.30153 1.10191  -0.57
22 C -1.84612 2.96138 -1.58437  1.15
23 C -0.45387 -0.24130 -5.14808  -0.77
24 C -2.81919 -2.72056 1.46511  -0.91
25 C -2.85312 -0.00021 -5.30876  -0.81
26 C -0.49641 0.16719 -3.82587  0.07
27 C -0.84989 3.70229 -2.23244  -0.46
28 C -1.72669 0.49696 -3.25440  0.86
29 C -2.01624 5.73497 -1.69785  -0.61
30 C -1.62862 -0.31434 -5.88730  -0.60
31 C -0.66197 2.96653 1.97407  -0.96
32 C 2.97581 1.92303 -2.68473  -1.42
33 C -3.11343 -0.43695 -0.01596  0.67
34 C -4.24416 -1.15831 0.35010  -1.13
35 H -1.77271 0.00476 3.07323  0.41
36 H -4.11420 0.81281 -1.23814  0.47
37 H -3.76244 -0.07175 -5.88973  0.46
38 H -3.72756 3.08246 -0.50837  0.42
39 H 3.25454 3.72174 -0.85860  0.28
40 H -2.65756 -3.62424 2.03478  0.55
41 H -2.68136 1.30519 2.28017  0.31
42 H -2.09000 6.81257 -1.75827  0.47
43 H -0.03993 3.20452 -2.74917  0.52
44 H 3.27419 2.87598 -3.11476  0.62
45 H 2.53649 -2.29923 1.44434  0.40
46 H 0.50346 1.26411 3.96988  0.39
47 H 2.58233 1.14730 1.01078  0.39
48 H -3.88065 0.65706 -3.56334  0.30
49 H -3.86573 5.51339 -0.63234  0.47
50 H 1.43253 1.78530 2.58460  0.45
51 H -0.59799 3.50014 2.92826  0.40
52 H -1.60324 3.22906 1.49372  0.36
53 H 0.48930 -0.51469 -5.60096  0.48
54 H -5.21952 -0.81392 0.03300  0.51
55 H 2.95231 -0.17520 -0.11623  0.25
56 H -1.88877 1.59472 3.83600  0.41
57 H -1.59200 -0.62076 -6.92419  0.44
58 H -0.16837 5.65152 -2.78666  0.48
59 H 1.89830 3.35525 0.14920  0.13
60 H 1.66192 -2.23664 -0.09427  0.38
61 H 0.17736 -0.99583 2.88824  0.41
62 H 0.15151 3.30799 1.33091  0.04
63 H -0.74400 -2.25634 1.31753  -0.11
64 H 1.84740 -0.59305 3.24444  0.48
65 H 0.40988 0.20844 -3.23638  0.35
66 H 3.39506 -0.30499 1.58919  0.42
67 H 2.41655 1.34137 -3.40753  0.39
68 H 0.83588 -2.65096 1.43222  0.65
69 H -4.96991 -2.87525 1.39089  0.49

HOMO level, eV: -17.3
Net charge: +3
Energy relative to the best compared isomer or geometry (same formula, charge and spin), kcal/mol: 8.1
HOMO-LUMO gap, eV: 6.577

=====

[2]
The molecule C4H10N2OS. Source: OMol25; level of theory: ωB97M-V/def2-TZVPD.

Each line ends with the Mulliken charge.
Atoms and positions in Å:
1 S -1.84930 1.37575 1.79308  -0.16
2 O 1.42898 2.19596 1.85366  -0.44
3 N 0.86192 -0.24116 -0.72765  -0.51
4 N 0.03298 -2.50669 -0.83734  -0.57
5 C -0.83753 1.30958 0.30418  -1.03
6 C 0.48028 0.51737 0.46884  0.55
7 C -0.13845 -1.12791 -1.28587  -0.32
8 C 1.52722 1.56837 0.84086  -0.29
9 H -0.80359 -3.06406 -0.75104  0.21
10 H -0.01677 -1.11579 -2.38232  0.27
11 H 2.36229 1.74787 0.12995  0.37
12 H 0.51366 -2.55296 0.04663  0.23
13 H -0.60911 2.30814 -0.00195  0.39
14 H 0.44363 -0.15516 1.32532  0.24
15 H -1.15458 -0.74507 -1.17532  0.26
16 H 1.70232 -0.77012 -0.53940  0.27
17 H -1.39029 0.98692 -0.57635  0.44
18 H -2.55366 0.26896 1.51474  0.11

HOMO level, eV: -9.1
Energy relative to the best compared isomer or geometry (same formula, charge and spin), kcal/mol: 48.8
HOMO-LUMO gap, eV: 9.750

=====

[3]
C36H36AsN5PRuS as an isolated structure. Source: OMol25; level of theory: ωB97M-V/def2-TZVPD.

Each line ends with the Mulliken charge.
Atoms and positions in Å:
1 Ru -0.11984 -2.64476 -0.45800  -0.50
2 As 2.00511 2.96402 -1.20163  0.21
3 S -0.71933 -3.76804 1.34192  -0.34
4 P -0.59431 -0.55409 0.35270  3.88
5 N -2.76135 -4.04130 -0.44425  -1.48
6 N -1.82341 -3.41032 -1.21795  1.07
7 N -3.14729 -4.80296 1.67477  -0.38
8 N 0.18098 -2.31935 -2.51895  0.18
9 N 1.85188 -2.40351 0.15132  -0.07
10 C 5.61532 2.05246 1.72447  -0.85
11 C -3.05116 -4.19801 -3.17517  -1.63
12 C 3.99459 1.27778 0.12231  0.44
13 C 0.75425 0.66404 0.19467  -0.26
14 C 5.03780 3.31346 1.68831  -0.62
15 C 4.25142 -2.41818 1.14838  -1.03
16 C -0.86898 -2.65636 -4.63274  -0.78
17 C -3.85983 0.50238 -1.90214  -0.57
18 C 1.22313 -1.76158 -3.13602  -0.27
19 C -1.24702 5.26446 1.36987  -0.50
20 C -0.86223 -2.78688 -3.25783  0.86
21 C -4.16503 1.75129 -1.38681  -0.78
22 C 5.09567 1.03797 0.93384  -0.87
23 C -1.93891 -3.47180 -2.50550  0.62
24 C -1.19316 5.36928 -0.01230  -0.75
25 C 0.72293 3.89805 -0.06083  0.15
26 C -2.35366 -4.22235 0.77492  0.69
27 C -3.39779 2.28310 -0.35867  -0.77
28 C 2.90946 -2.40992 0.59072  0.42
29 C 3.94240 3.55526 0.87141  -0.46
30 C -2.34402 -0.75848 4.03186  -0.85
31 C -2.32981 1.57030 0.15769  -0.51
32 C 0.23157 -0.70139 2.99697  -0.42
33 C 0.20048 -2.02991 -5.26418  -0.65
34 C -2.79326 -0.21826 -1.38412  -0.43
35 C -2.15687 -0.66157 2.66002  -0.42
36 C 0.66619 3.80402 1.32996  0.07
37 C 3.40107 2.53773 0.08843  0.24
38 C -2.02467 0.30122 -0.34851  0.01
39 C -0.86744 -0.63130 2.13949  0.36
40 C 0.03829 -0.79814 4.36435  -0.73
41 C -0.31550 4.48234 2.04085  -0.67
42 C 1.26655 -1.58082 -4.50787  -0.97
43 C -0.21220 4.69047 -0.72315  -0.50
44 C 1.04898 1.20799 -1.18975  -1.65
45 C -1.25097 -0.82877 4.88243  -0.64
46 H 0.37513 1.46832 0.83366  -0.22
47 H 1.63970 0.51300 -1.78761  0.27
48 H -4.45379 0.08598 -2.70485  0.45
49 H -3.01673 -0.60058 2.00400  0.55
50 H 0.89040 -0.84077 5.02934  0.47
51 H 4.71144 -3.38968 0.97179  0.42
52 H -3.92761 -4.20140 -2.53289  0.43
53 H -1.68984 -3.04342 -5.21626  0.33
54 H -3.34784 -0.76932 4.43487  0.48
55 H 4.84986 -1.64155 0.67430  0.08
56 H -1.90208 5.99619 -0.53776  0.47
57 H -2.56999 -1.18916 -1.78439  0.14
58 H -1.40110 -0.89884 5.95131  0.44
59 H -2.76249 -5.23915 -3.34225  0.33
60 H 0.12639 1.41509 -1.73909  0.72
61 H -1.99884 5.80821 1.92692  0.44
62 H -1.74674 2.01080 0.95919  0.36
63 H 2.04549 -1.46136 -2.50093  0.69
64 H 1.40125 3.21707 1.86805  0.43
65 H -3.30343 -3.75949 -4.13665  0.45
66 H -4.99925 2.31318 -1.78501  0.43
67 H 1.24102 -0.67347 2.60498  0.25
68 H 1.64810 0.27798 0.68508  0.44
69 H 4.19854 -2.23252 2.22036  0.37
70 H 3.51486 4.55048 0.84106  0.47
71 H 0.19924 -1.91187 -6.33930  0.46
72 H -0.34136 4.41567 3.12109  0.44
73 H 5.57619 0.06691 0.93168  0.48
74 H -4.05252 -5.14502 1.39330  0.24
75 H 6.47670 1.86676 2.35167  0.42
76 H -2.81888 -5.00421 2.60295  0.22
77 H -0.16460 4.79621 -1.80126  0.42
78 H 3.61935 0.48090 -0.51469  0.37
79 H -3.62764 3.25957 0.04395  0.51
80 H 2.12397 -1.10480 -4.96092  0.48
81 H 5.44711 4.11478 2.28904  0.42

HOMO level (alpha / beta), eV: -12.8 / -12.8
Expectation value of S²: 0.760
Multiplicity: 2
Net charge: +2
Energy relative to the best compared isomer or geometry (same formula, charge and spin), kcal/mol: 0.0
HOMO-LUMO gap (alpha / beta), eV: 5.912 / 5.213

=====

[4]
C33H31N5O3ReS as an isolated structure. Source: OMol25; level of theory: ωB97M-V/def2-TZVPD.

Each line ends with the Mulliken charge.
Atoms and positions in Å:
1 Re 0.25760 0.09629 -0.34454  1.41
2 S 1.88916 0.97457 2.38773  0.58
3 O 1.27351 1.36167 1.00139  -0.61
4 O -1.14721 2.81155 4.92679  -0.72
5 O -2.94903 4.04191 4.23837  -0.64
6 N -0.53951 1.79040 -1.38057  0.02
7 N 0.14314 -1.46844 1.15904  0.10
8 N -1.09901 -0.97215 -1.48502  -0.35
9 N -1.32766 0.70334 0.85357  0.08
10 N 1.83440 -0.29800 -1.40954  0.94
11 C -2.12197 3.14724 4.21453  0.30
12 C 3.28773 0.33851 -3.27164  -0.18
13 C -0.27588 2.14639 -2.64605  -0.23
14 C -1.39491 0.12019 2.07315  0.30
15 C 1.59981 -2.64779 -2.11969  -0.02
16 C -1.80855 0.83138 3.16867  -0.72
17 C 3.32105 -4.23844 -1.56689  -0.66
18 C 2.34416 -1.64574 -1.51629  -0.83
19 C 2.78505 1.96043 -1.54766  -0.08
20 C 0.62186 -3.56568 2.18915  -0.86
21 C -2.56646 -2.05268 -4.43380  -1.14
22 C -2.93212 -2.10805 -2.94320  -0.76
23 C -2.23955 2.71534 1.72288  -1.00
24 C -0.75600 -1.21058 2.14053  0.84
25 C -2.07327 3.61396 -1.20745  -0.84
26 C -1.76535 4.00194 -2.50281  -0.60
27 C -1.45149 2.50205 -0.67415  0.60
28 C 3.58832 -1.92591 -0.95742  0.38
29 C -2.17154 2.17223 3.00431  0.02
30 C -0.86124 3.24994 -3.23527  -1.03
31 C 1.62683 2.40195 3.40909  -0.90
32 C -1.00856 -2.11389 3.15430  -0.78
33 C -0.30921 -3.31061 3.18258  -0.75
34 C 4.16619 2.57335 -3.42148  -0.60
35 C 0.81491 -2.62929 1.19206  -0.01
36 C 3.54879 2.89964 -2.22205  -1.14
37 C -1.73772 1.97610 0.67637  0.91
38 C -1.91568 -1.46848 -2.11674  0.73
39 C 2.09705 -3.94546 -2.14872  -0.73
40 C 3.63685 1.12753 2.07871  -0.98
41 C 4.06690 -3.22575 -0.97246  -0.96
42 C 2.64753 0.67204 -2.07204  0.01
43 C 4.02977 1.29205 -3.94441  -0.84
44 H -2.80012 4.15809 -0.62080  0.52
45 H 1.87732 3.29837 2.84259  0.31
46 H -1.61473 -2.54562 -4.62660  0.35
47 H -3.87571 -1.59490 -2.74614  0.38
48 H -1.74795 -1.88006 3.90804  0.55
49 H -3.04181 -3.13624 -2.59417  0.30
50 H 0.42881 1.53055 -3.18702  0.62
51 H 3.70385 -5.25006 -1.59010  0.48
52 H 3.84156 2.11341 1.66333  0.38
53 H 1.52480 -2.80263 0.39702  0.10
54 H 3.19130 -0.65890 -3.68055  0.54
55 H 3.92404 0.34157 1.38253  0.16
56 H 0.64979 -2.41410 -2.57775  0.54
57 H -3.33806 -2.56867 -5.00039  0.38
58 H 4.15904 0.98897 3.02563  0.51
59 H 4.51111 1.03234 -4.87768  0.45
60 H 5.03007 -3.44731 -0.53165  0.47
61 H -0.49149 -4.03136 3.96887  0.48
62 H 3.66561 3.89110 -1.80462  0.51
63 H -0.60988 3.50509 -4.25472  0.50
64 H -2.24187 4.86987 -2.93864  0.48
65 H -2.51143 -1.02416 -4.78650  0.34
66 H 4.17704 -1.12547 -0.52527  0.49
67 H -2.55511 3.74698 1.62350  0.49
68 H 2.31830 2.21849 -0.60771  0.89
69 H 2.29906 2.28337 4.26220  0.55
70 H -1.72454 0.43681 4.17320  0.38
71 H 0.60119 2.42501 3.80630  0.15
72 H 1.52636 -4.72672 -2.63372  0.47
73 H 1.19412 -4.48206 2.17317  0.53
74 H 4.76035 3.31121 -3.94409  0.45

HOMO level (alpha / beta), eV: -12.8 / -12.8
Expectation value of S²: 0.867
Multiplicity: 2
Net charge: +2
Energy relative to the best compared isomer or geometry (same formula, charge and spin), kcal/mol: 0.0
HOMO-LUMO gap (alpha / beta), eV: 5.185 / 5.576

=====

[5]
C4H13N3O as an isolated structure. Source: OMol25; level of theory: ωB97M-V/def2-TZVPD.

Each line ends with the Mulliken charge.
Atoms and positions in Å:
1 O -0.70628 2.60022 0.11894  -0.51
2 N 1.68548 -0.52796 0.25664  -0.49
3 N -1.18657 -0.92167 -0.71184  -0.58
4 N 0.40822 1.28337 -1.49873  -0.85
5 C 1.88318 -1.97479 0.07865  -0.81
6 C -0.93996 0.23683 0.15551  0.53
7 C -1.95006 0.37202 1.26357  -1.50
8 C -0.44485 1.40060 -0.50908  0.34
9 H -0.05575 3.25349 -0.17003  0.30
10 H 0.66407 2.17214 -1.91888  0.15
11 H 2.45130 -0.10012 0.77168  0.26
12 H -2.00492 -0.54951 1.84877  0.36
13 H 0.45299 -0.20670 0.52194  0.29
14 H -2.18554 -1.02793 -0.86839  0.22
15 H -0.75546 -0.75948 -1.61815  0.26
16 H -1.70299 1.20105 1.92354  0.35
17 H 0.98807 -2.36610 -0.39794  0.28
18 H -2.95987 0.56144 0.87348  0.35
19 H 2.76319 -2.19762 -0.53195  0.33
20 H 1.98667 -2.44790 1.05672  0.30
21 H 1.60908 -0.00138 -0.64445  0.40

HOMO level, eV: -6.8
Energy relative to the best compared isomer or geometry (same formula, charge and spin), kcal/mol: 65.6
HOMO-LUMO gap, eV: 7.524

=====

[6]
The molecule C8H10O6. Source: OMol25; level of theory: ωB97M-V/def2-TZVPD.

Each line ends with the Mulliken charge.
Atoms and positions in Å:
1 O -2.76514 -2.31551 -0.88210  -0.54
2 O 0.04799 2.24937 1.84129  -0.50
3 O -1.64668 -1.12749 0.70616  -0.23
4 O -0.44427 -2.30419 -1.13231  -0.32
5 O 1.04314 0.41698 2.87672  -0.35
6 O -1.13040 -0.09245 3.47859  -0.48
7 C 1.10204 1.57888 2.01682  0.67
8 C -0.23398 -0.23148 2.63118  0.41
9 C -1.49765 0.86090 -2.23186  -0.54
10 C -0.31895 0.10111 -2.04034  -0.06
11 C 2.41742 2.04489 1.25152  -0.79
12 C -1.65059 -1.93199 -0.48623  0.58
13 C -0.32542 -1.10250 1.29987  0.15
14 C -0.16302 -1.46816 -2.28783  -0.42
15 H 0.94848 -1.64475 -2.54960  0.29
16 H 3.36449 1.47000 1.55122  0.29
17 H -2.47602 0.26706 -2.35068  0.21
18 H 0.11552 -2.15098 1.49418  0.31
19 H -1.46732 2.00374 -2.30872  0.26
20 H 0.61801 0.67306 -1.71850  0.22
21 H 0.39232 -0.61515 0.53603  0.03
22 H 2.52617 3.18081 1.41339  0.30
23 H 2.29422 1.87440 0.11923  0.15
24 H -0.75035 -1.73654 -3.22805  0.34

HOMO level, eV: -10.4
Energy relative to the best compared isomer or geometry (same formula, charge and spin), kcal/mol: 13.5
HOMO-LUMO gap, eV: 10.635

=====

What molecular weight values result from the calculations? In sequence: 776.43 134.20 777.75 763.92 119.17 202.16 g/mol.